This record from OMol25 describes a molecular structure, C31H62O34Tl at a distorted geometry. The level of theory is ωB97M-V/def2-TZVPD.

Calculated values
maximum force: 5.033 eV Å⁻¹
net charge: +1
frontier orbital gap: 2.96 eV
LUMO: -9.29 eV

Geometry as XYZ:
```
128
Properties=species:S:1:pos:R:3:forces:R:3
Tl -3.73470 3.18667 0.97556 0.4383 -0.5704 -0.1215
O -1.67642 1.49215 -0.09341 -0.0351 0.3174 -0.1230
H -0.89947 0.90227 -0.14733 -0.4669 0.4822 0.3072
O -0.49770 5.76659 -1.79722 -0.7372 0.5074 0.8321
C -1.48119 6.17944 -1.00473 0.0817 2.8089 -2.5806
O -2.03094 5.39892 -0.24585 -1.3010 -1.2981 1.9750
O -1.98054 7.33246 -1.08396 0.6244 -0.9832 0.4117
H -0.51853 4.87064 -1.45311 1.1069 -1.3311 -0.5699
C 3.47938 0.18889 3.30823 0.8057 -1.4496 0.4993
O 4.25373 1.42865 3.26076 -2.2352 -0.3616 0.3724
C 5.55897 1.36959 3.11525 2.5166 -0.4079 -1.0296
O 6.23260 0.40954 2.78773 -1.2647 0.6496 0.5914
O 6.19909 2.56258 3.28349 -0.8720 -0.4992 -0.2457
C 5.45555 3.75762 3.52693 -0.0653 0.5369 0.4202
H 3.91632 -0.60451 2.70184 0.2466 0.5176 -0.2413
H 2.41065 0.18127 3.09409 0.1627 1.5287 -0.6706
H 3.44752 -0.25018 4.30538 0.6503 0.4984 0.4159
H 4.78310 4.04799 2.71972 -0.2108 -0.5310 -0.0418
H 6.14914 4.59510 3.60200 0.3908 -0.3982 0.0203
H 4.94085 3.69398 4.48566 -0.2421 -0.0585 -0.1650
C -2.48342 0.27857 6.62575 -0.3770 -1.0359 -0.2310
O -2.73135 0.98863 5.39119 -0.0938 1.2271 -1.0237
C -2.51036 0.66273 4.09355 1.1896 -1.5294 1.9172
O -2.81924 1.32062 3.14720 -0.5669 0.3262 0.0940
O -1.82567 -0.50246 4.03549 0.4667 0.0488 -0.6077
C -1.36519 -0.94516 2.73604 -0.8170 -0.4746 -0.5021
H -1.78584 0.74005 7.32469 0.0589 0.7636 -0.6257
H -2.09545 -0.73027 6.48498 -0.2696 0.0060 -0.3658
H -3.46539 0.25448 7.09823 0.1680 -0.1987 0.0798
H -2.08366 -1.64841 2.31490 -0.2321 -0.0610 0.1643
H -0.44138 -1.52066 2.79492 0.1316 0.4220 0.6185
H -1.30086 -0.15433 1.98867 0.1334 0.3873 0.4462
C -0.67230 4.44640 5.02660 -0.4193 0.4937 -0.2011
O 0.28789 3.83161 4.12498 -0.3296 0.6859 3.0814
C -0.09536 3.31415 3.02435 -2.0316 0.1371 -2.6829
O -1.21258 3.45831 2.42966 3.8417 -0.6909 1.6325
O 1.01978 2.65938 2.59780 -0.9648 0.8038 0.3634
C 1.01773 2.29610 1.26471 0.1997 -1.4222 -1.3077
H -0.24870 4.71411 5.99458 0.9302 -0.0947 -0.5040
H -1.48548 3.78314 5.32142 -0.1460 -0.1456 -0.7909
H -0.99110 5.35896 4.52291 -0.4456 -0.1507 0.2448
H 0.32948 1.45360 1.19679 -0.7188 0.2020 -0.5661
H 1.94600 1.80636 0.97049 0.4681 0.4774 0.4448
H 0.83608 3.12549 0.58117 -0.3396 -0.2206 0.1346
C 2.17022 -0.55375 -4.12179 -0.2674 1.7587 -1.3653
O 2.87532 -1.66701 -3.72072 2.1081 -1.3077 0.8932
C 4.16702 -1.48707 -3.21693 -2.5388 2.4313 0.0262
O 4.56133 -0.38216 -2.88949 0.3631 -1.7438 -0.4068
O 4.69970 -2.66922 -3.13172 -1.3100 0.0202 0.1484
C 5.97331 -2.82512 -2.62084 2.6084 -0.5981 -0.6582
H 1.66477 -0.80641 -5.05388 -0.5252 -0.2629 0.3157
H 2.79028 0.28775 -4.43081 0.5029 -0.0710 0.3026
H 1.49807 -0.12941 -3.37598 -0.1913 -0.4163 0.2300
H 6.49925 -1.96134 -2.21419 -0.8237 0.2961 0.3241
H 6.56674 -3.07157 -3.50131 0.3572 -0.3026 0.0938
H 6.02647 -3.68465 -1.95266 -0.3159 0.2086 0.0729
C -3.05901 -1.41036 -0.78610 -0.0272 -0.6369 -0.3160
O -3.80725 -1.58942 0.44290 0.2979 -0.8951 -0.3677
C -4.63365 -0.64662 0.85082 -0.4748 -1.9670 2.0785
O -4.61541 0.45540 0.42436 -0.9247 1.9415 -0.3939
O -5.49600 -1.07504 1.86950 0.8791 2.7262 -1.4981
C -5.25797 -2.24780 2.60278 0.4683 -1.4334 -0.7457
H -3.36189 -2.20137 -1.47216 -0.3719 -0.0147 0.1485
H -2.00635 -1.63507 -0.61437 -0.0972 0.3209 0.4545
H -3.19167 -0.45755 -1.29860 -0.1408 0.1355 0.5588
H -5.62046 -3.04356 1.95204 0.4757 -0.5539 0.2799
H -5.82429 -2.33461 3.53006 -0.1713 0.8739 -0.1497
H -4.19467 -2.33890 2.82462 -0.0808 -0.3152 -0.0275
C 4.96980 -2.07285 0.71956 0.1590 0.2960 0.1769
O 3.92599 -1.20891 0.22314 -1.9779 -0.6555 0.0711
C 2.65598 -1.71016 -0.04967 2.2991 -3.9485 -0.1991
O 2.34976 -2.92163 -0.15977 0.7979 3.6423 0.6108
O 1.89607 -0.68522 -0.26352 -1.6330 2.6105 -0.0507
C 0.48556 -0.82993 -0.54826 0.9635 -2.8520 -0.4144
H 5.85252 -1.43670 0.78460 0.0677 -0.0460 -0.8175
H 5.07882 -2.96214 0.09877 0.0502 0.1606 0.1676
H 4.88954 -2.30896 1.78065 -0.8754 -0.4204 -0.0378
H 0.43146 -1.68712 -1.21939 -0.1306 0.0928 -0.4966
H -0.00761 -0.00976 -1.06997 0.9384 0.2416 0.2481
H -0.03690 -1.25081 0.31081 -0.0639 0.7861 0.3878
C -0.33833 -4.16030 0.23433 0.1179 0.3846 0.6767
O -1.64707 -4.16359 0.83611 -0.8731 -0.0738 0.0567
C -2.24528 -5.26533 1.34286 3.8684 -3.2159 -0.1703
O -1.74884 -6.42402 1.27812 -2.2187 3.7347 0.1699
O -3.28082 -4.86474 2.04268 -0.5109 1.8503 -0.9205
C -3.94891 -5.73923 2.85881 0.1133 -3.6083 1.7542
H -0.40767 -3.58955 -0.69171 -0.1471 -0.7945 -0.3391
H 0.15132 -5.13338 0.19617 -0.4455 0.0142 -0.3770
H 0.29485 -3.51431 0.84250 -0.0856 -0.2352 0.3611
H -4.39326 -6.61370 2.38348 -0.4839 0.4948 -0.8617
H -4.65989 -5.35976 3.59270 0.1213 1.0077 -0.6762
H -3.23058 -6.30650 3.45068 0.4453 0.3230 0.3897
C -3.07733 -2.30229 -4.58177 -0.0706 0.8954 0.7049
O -1.95658 -1.89111 -5.41106 0.8775 -1.3220 -0.5088
C -1.12718 -2.68994 -6.21644 -1.1725 0.5570 -1.2808
O -0.28513 -2.20268 -6.93377 -0.6331 -0.2704 1.4153
O -1.52589 -3.96219 -6.25738 -0.1603 -0.3590 0.5739
C -0.99334 -4.92800 -7.21486 -0.1110 -0.0034 0.3245
H -3.30413 -3.33370 -4.31182 0.7741 -0.2691 -0.7653
H -4.00715 -1.82907 -4.89734 0.1458 -0.1616 -0.8808
H -2.93068 -1.77400 -3.63970 0.4423 -0.1091 0.1676
H -1.55200 -5.84405 -7.02293 -0.2397 0.2713 -0.0034
H 0.04670 -5.20420 -7.04126 0.0890 0.6369 0.0843
H -1.15755 -4.61074 -8.24465 0.0935 0.2243 0.1971
C 2.44104 5.00826 -0.76079 -0.3763 0.7374 1.1290
O 3.11679 3.77089 -0.65527 -0.9867 -0.2712 0.0439
C 4.41262 3.66970 -0.93822 0.6492 1.4914 -0.9086
O 5.11134 4.60726 -1.25993 -0.2099 -1.0856 0.4304
O 4.71101 2.39067 -0.83514 -1.6134 0.6212 0.4278
C 6.00592 1.96717 -0.91716 3.0967 -1.0549 -0.0231
H 3.03739 5.89202 -0.53398 0.5346 -0.2317 -0.6353
H 1.75050 5.02387 0.08243 -0.3155 -0.2490 0.0456
H 1.83462 5.13698 -1.65733 0.6181 -0.2308 -0.2625
H 6.35132 1.76867 -1.93175 -0.5443 -0.2858 -0.1663
H 6.09280 1.07810 -0.29258 -0.1961 -0.2077 -0.3365
H 6.79734 2.61320 -0.53717 -0.5662 0.7785 0.3219
C -6.94856 1.31786 -2.39581 1.0277 0.6073 -0.0094
O -5.72613 1.21369 -3.13416 0.4304 -0.1691 -0.9895
C -4.65573 1.91461 -2.77513 -0.6158 -0.4809 2.4055
O -4.62419 2.77943 -1.88790 0.3775 -1.0057 -1.8109
O -3.66074 1.28915 -3.38829 2.0647 -0.2523 -0.8784
C -2.26886 1.72993 -3.31048 -0.6986 1.2995 0.5959
H -6.68828 0.91572 -1.41671 -0.6442 0.3685 0.2837
H -7.68423 0.69358 -2.90295 0.1558 0.2555 0.0094
H -7.15713 2.38693 -2.43665 -0.7902 -0.2305 0.6375
H -1.55756 1.06077 -2.82634 -0.8183 -0.6050 0.5947
H -2.34057 2.66048 -2.74744 0.6022 0.0713 -0.0774
H -1.77189 1.87539 -4.26964 -0.9424 0.1410 -0.4327
```
Positions in Å, forces in eV/Å.

These are the Mulliken partial charges, in e, on atoms 1 to 6: atom 1 (Tl): 1.0103, atom 2 (O): 0.7970, atom 3 (H): -0.9906, atom 4 (O): -0.4010, atom 5 (C): 0.8105, atom 6 (O): -0.3019